No. 1
This record from the Open Molecules 2025 dataset describes a structure of composition C35H38N4O7SiTi. The level of theory is ωB97M-V/def2-TZVPD.

Values from the calculation:
Expectation value of S²: 2.061
Lowest unoccupied orbital energy (spin up / spin down), eV: -0.02 / -0.02
Charge: 0
ΔE to the lowest compared entry with this formula, charge and spin, kcal/mol: 13.6
Highest occupied orbital energy (spin up / spin down), eV: -5.73 / -8.65
2S+1: 3
Gap between HOMO and LUMO (spin up / spin down), eV: 5.7116 / 8.6286

```
86
Properties=species:S:1:pos:R:3:forces:R:3
Ti 0.0825 -0.0538 -0.4166 -0.3 0.1 0.3
O -1.1109 0.5268 0.9229 0.3 0.0 -0.2
C -0.7245 1.2617 1.9446 0.0 0.1 0.0
C 0.6140 1.3823 2.3860 0.0 -0.1 -0.1
C 0.9030 2.2040 3.4937 -0.1 0.0 0.0
C 2.1941 2.3513 3.9333 0.0 -0.1 -0.1
C 3.2668 1.7023 3.3252 0.0 0.1 0.1
C 3.0051 0.8778 2.2494 -0.1 -0.1 -0.1
C 1.7096 0.6995 1.7730 0.1 0.1 0.2
O 1.5087 -0.1378 0.7467 -0.2 0.0 -0.1
N 2.4511 3.2228 5.0821 0.0 0.0 0.2
O 1.5010 3.7660 5.6145 0.0 0.0 0.0
O 3.6030 3.3484 5.4524 0.0 0.0 0.0
H -1.5087 1.7811 2.4881 0.0 0.0 0.0
H 0.1071 2.7312 4.0010 0.0 0.0 0.0
H 4.2680 1.8498 3.6989 0.0 0.0 0.0
H 3.8034 0.3451 1.7499 0.0 0.0 0.0
C -0.4940 -5.9984 -0.7658 0.0 0.0 0.0
C 0.0802 -4.5785 -0.7688 0.0 0.0 0.0
C 1.1416 -4.4662 0.3392 0.0 0.0 0.0
C 0.7617 -4.2817 -2.1102 0.0 0.0 0.0
Si -1.2305 -3.2785 -0.3593 -0.1 -0.1 0.1
O -0.5485 -1.8198 -0.3443 0.2 0.4 -0.2
C -2.7050 -3.2536 -1.5567 0.0 0.0 0.0
C -2.7886 -3.8937 -2.7956 0.0 0.0 0.0
C -3.9391 -3.8216 -3.5752 0.0 0.0 0.0
C -5.0417 -3.1061 -3.1280 0.0 0.0 0.0
C -4.9839 -2.4605 -1.8981 0.0 0.0 0.0
C -3.8287 -2.5325 -1.1314 0.0 0.0 0.0
C -1.9616 -3.6072 1.3356 0.0 0.0 0.0
C -1.5743 -2.8194 2.4215 0.0 0.0 0.0
C -2.0729 -3.0635 3.6947 0.0 0.0 0.0
C -2.9685 -4.1028 3.9026 0.0 0.0 0.0
C -3.3700 -4.8946 2.8339 0.0 0.0 0.0
C -2.8701 -4.6442 1.5640 0.0 0.0 0.0
H 0.2945 -6.7226 -0.9973 0.0 0.0 0.0
H -1.2904 -6.1301 -1.5030 0.0 0.0 0.0
H -0.9011 -6.2570 0.2143 0.0 0.0 0.0
H 1.9444 -5.1892 0.1597 0.0 0.0 0.0
H 0.7173 -4.6748 1.3238 0.0 0.0 0.0
H 1.5832 -3.4672 0.3667 0.0 0.0 0.0
H 1.5876 -4.9837 -2.2695 0.0 0.0 0.0
H 1.1738 -3.2710 -2.1273 0.0 0.0 0.0
H 0.0811 -4.3932 -2.9590 0.0 0.0 0.0
H -1.9558 -4.4834 -3.1590 0.0 0.0 0.0
H -3.9843 -4.3520 -4.5195 0.0 0.0 0.0
H -5.9483 -3.0750 -3.7202 0.0 0.0 0.0
H -5.8464 -1.9190 -1.5278 0.0 0.0 0.0
H -3.8035 -2.0389 -0.1650 0.0 0.0 0.0
H -0.8817 -2.0004 2.2616 0.0 0.0 0.0
H -1.7625 -2.4395 4.5235 0.0 0.0 0.0
H -3.3573 -4.2945 4.8947 0.0 0.0 0.0
H -4.0736 -5.7026 2.9913 0.0 0.0 0.0
H -3.2033 -5.2617 0.7349 0.0 0.0 0.0
C -2.4192 -1.4214 -5.7558 0.0 0.0 0.0
N -1.6495 -0.9709 -4.6185 0.0 0.0 0.0
C -0.2585 -1.3112 -4.3862 0.0 0.0 0.0
C -0.0527 -0.6880 -3.0238 -0.1 0.1 0.0
O 0.9645 -0.7350 -2.3322 0.1 0.0 -0.1
N -1.1946 -0.1109 -2.5892 0.0 -0.1 0.1
C -2.1163 -0.3538 -3.5228 0.0 -0.1 0.0
N -3.3895 0.0245 -3.3836 0.1 0.1 0.0
H -1.7658 -1.4707 -6.6246 0.0 0.0 0.0
H -3.2080 -0.7035 -5.9796 0.0 0.0 0.0
H -2.8603 -2.4049 -5.5825 0.0 0.0 0.0
H 0.4080 -0.8889 -5.1397 0.0 0.0 0.0
H -0.1015 -2.3912 -4.3227 0.0 0.0 0.0
H -3.6405 0.3461 -2.4626 0.0 0.0 0.0
H -4.1060 -0.4585 -3.8988 0.0 0.0 0.0
C -0.2015 3.7161 -2.1113 0.0 -0.1 0.0
C 0.8324 2.6977 -1.7424 0.0 0.0 -0.2
O 0.4332 1.6828 -1.0223 0.1 -0.2 0.2
C 2.1925 2.7833 -2.1797 -0.1 -0.1 0.1
C 2.6201 3.8111 -3.0458 0.0 0.0 0.0
C 3.9331 3.8795 -3.4714 0.0 0.0 0.0
C 4.8640 2.9348 -3.0509 0.0 0.0 0.0
C 4.4595 1.9184 -2.1904 0.0 0.0 0.0
C 3.1507 1.8373 -1.7569 0.0 0.0 0.0
H -1.0953 3.5419 -1.5145 0.0 0.0 0.0
H -0.4738 3.6525 -3.1711 0.0 0.0 0.0
H 0.1472 4.7338 -1.9263 0.0 0.0 0.0
H 1.9124 4.5551 -3.3868 0.0 0.0 0.0
H 4.2372 4.6784 -4.1362 0.0 0.0 0.0
H 5.8920 2.9941 -3.3831 0.0 0.0 0.0
H 5.1781 1.1830 -1.8498 0.0 0.0 0.0
H 2.8562 1.0504 -1.0776 0.0 0.0 0.0
```
Forces are in eV/Å.

No. 2
This record from the Open Molecules 2025 dataset describes a structure of composition CH4NOPS at a distorted geometry. The level of theory is ωB97M-V/def2-TZVPD.

Values from the calculation:
Lowest unoccupied orbital energy, eV: 0.72
Charge: 0
ΔE to the lowest compared entry with this formula, charge and spin, kcal/mol: 22.3
Highest occupied orbital energy, eV: -8.52
Gap between HOMO and LUMO, eV: 9.2346

```
9
Properties=species:S:1:pos:R:3:forces:R:3
C -0.4825 -0.9649 0.1887 -0.1 -1.2 -3.1
N 0.4329 1.4258 0.0320 1.8 2.4 2.4
O 0.6014 -0.7931 1.0909 -1.4 -1.0 0.1
P -0.7660 0.6649 -0.8687 -0.7 -1.0 1.5
S 1.6371 0.2875 0.4794 0.3 1.6 -0.5
H -0.3888 -1.8676 -0.5802 0.4 1.7 1.6
H -1.4121 -1.1185 0.6511 -0.8 -0.4 1.5
H 0.2754 2.1923 0.7973 -0.1 -2.2 -2.1
H 0.1026 0.1737 -1.7905 0.7 -0.1 -1.3
```
Forces are in eV/Å.

No. 3
This record from the Open Molecules 2025 dataset describes a cluster of 8 separate species, C15H25Br2Cl15O2 in total at a distorted geometry. The level of theory is ωB97M-V/def2-TZVPD.

Values from the calculation:
Lowest unoccupied orbital energy, eV: 0.19
SMILES: ClC(Cl)Cl.ClC(Cl)Cl.ClC(Cl)Cl.ClC(Cl)Cl.ClC(Cl)Cl.C1CCOC1.C1CCOC1.BrCCBr
Charge: 0
Highest occupied orbital energy, eV: -9.58
Gap between HOMO and LUMO, eV: 9.7733

```
59
Properties=species:S:1:pos:R:3:forces:R:3
Cl 5.0612 3.9125 3.1176 0.1 -0.2 -0.1
C 4.2044 2.7720 2.0856 -1.1 0.3 0.5
Cl 4.9148 2.6447 0.5125 0.2 -0.1 -0.4
Cl 2.4606 3.2563 1.9898 0.5 -0.1 -0.1
H 4.1599 1.8003 2.5599 0.3 0.0 0.0
Cl 3.5428 -2.1516 3.9880 0.1 0.1 0.0
C 5.0995 -1.8363 3.2263 0.3 0.2 0.2
Cl 4.9512 -1.8083 1.4777 0.0 -0.3 -0.3
Cl 6.3256 -2.9704 3.8095 -0.1 0.0 -0.2
H 5.4664 -0.8487 3.4761 -0.3 0.0 0.3
Cl -3.0783 2.2879 -0.0265 0.2 0.1 0.0
C -4.6967 2.4362 -0.6918 0.2 -0.1 0.1
Cl -4.7810 3.7312 -1.8832 0.0 0.1 -0.1
Cl -5.8607 2.6917 0.6094 -0.1 -0.1 -0.1
H -4.9099 1.5077 -1.2047 -0.1 -0.1 0.1
Cl -0.0445 4.6723 -1.2900 0.3 0.1 -0.8
C -0.4060 5.4297 0.2254 -0.6 -0.2 0.8
Cl -2.1416 5.7965 0.3471 0.2 0.0 0.0
Cl 0.5347 6.8695 0.6111 0.1 -0.2 -0.3
H -0.1855 4.6532 0.9507 0.0 0.3 0.3
Cl -1.9714 0.1499 5.4155 0.0 0.1 0.1
C -1.0541 0.0915 3.9177 -0.2 0.0 -0.4
Cl 0.4694 -0.7786 4.1563 -0.2 0.2 -0.2
Cl -0.7938 1.6981 3.2306 0.2 0.1 0.3
H -1.6645 -0.4030 3.1723 0.2 -0.4 0.1
C 2.2929 -0.1053 -0.2325 0.5 0.1 -0.1
C 1.6235 1.0576 -0.9857 -0.5 -0.5 1.0
C 0.2678 1.1322 -0.2684 -0.6 0.0 -0.8
O -0.0103 -0.1465 0.2862 -0.1 -0.2 0.3
C 1.1318 -0.9886 0.2338 0.6 0.7 -0.5
H 2.8864 0.2028 0.6310 -0.1 0.3 -0.1
H 2.9761 -0.6569 -0.8837 0.0 0.0 0.0
H 1.4654 0.7476 -2.0169 0.1 0.3 -0.1
H 2.1262 2.0171 -0.9082 0.3 -0.1 -0.2
H -0.5215 1.3469 -0.9984 0.0 0.1 0.1
H 0.1771 1.8918 0.5130 0.4 0.0 0.1
H 0.9869 -1.7663 -0.5229 -0.3 -0.1 0.5
H 1.3614 -1.3678 1.2287 -0.3 -0.4 0.0
C -4.7857 -1.4262 -2.6244 0.0 0.0 0.8
C -3.2930 -1.7738 -2.6061 -0.5 -1.2 -0.1
C -2.7290 -1.1000 -1.3557 -0.4 0.4 -0.3
O -3.8636 -0.7358 -0.5558 -0.2 0.4 -0.3
C -5.0593 -1.2964 -1.1282 1.1 0.0 0.1
H -5.4122 -2.2315 -3.0052 0.1 0.1 -0.4
H -4.9839 -0.4907 -3.1492 -0.1 0.0 0.0
H -2.8172 -1.5820 -3.5661 0.3 0.3 0.2
H -3.2368 -2.8559 -2.4428 0.1 0.0 -0.2
H -2.1781 -0.1961 -1.6191 0.1 0.0 0.3
H -2.0988 -1.7636 -0.7687 0.2 0.0 -0.1
H -5.8907 -0.6366 -0.8857 -0.1 -0.2 0.2
H -5.1379 -2.2878 -0.6685 -0.7 0.0 -0.1
Br 0.6630 -2.6784 -3.0344 0.4 -0.5 0.3
C 1.6686 -3.9847 -1.9247 -0.5 0.0 0.3
C 3.1392 -3.6736 -1.9681 -0.1 0.1 -0.2
Br 4.1089 -4.9975 -0.9104 -0.1 0.2 -0.1
H 1.3784 -4.9820 -2.2428 0.2 0.1 -0.4
H 1.3118 -3.9043 -0.8977 -0.1 0.3 -0.1
H 3.3029 -2.6914 -1.5316 0.2 -0.1 0.1
H 3.5472 -3.6806 -2.9740 0.0 -0.1 0.0
```
Forces are in eV/Å.

No. 4
This record from the Open Molecules 2025 dataset describes a structure of composition C25H36AuClIP3 at a distorted geometry. The level of theory is ωB97M-V/def2-TZVPD.

Values from the calculation:
Expectation value of S²: 2.023
Lowest unoccupied orbital energy (spin up / spin down), eV: -8.45 / -9.11
Charge: +2
ΔE to the lowest compared entry with this formula, charge and spin, kcal/mol: 0.0
Highest occupied orbital energy (spin up / spin down), eV: -13.95 / -14.26
2S+1: 3
Gap between HOMO and LUMO (spin up / spin down), eV: 5.4996 / 5.1441

```
67
Properties=species:S:1:pos:R:3:forces:R:3
C -1.1771 0.5566 -2.4742 -2.3 -0.6 -1.2
I 2.8277 1.5739 -0.7434 -0.3 -2.0 0.1
H -0.8703 0.6156 -3.5433 -0.1 0.0 1.3
H -1.5334 1.5177 -2.0539 0.4 -1.0 0.2
H -2.0263 -0.1693 -2.4587 0.7 0.3 0.5
Au 0.2943 -0.7041 -1.2514 0.7 2.7 -0.9
P 0.8775 2.4198 -2.2490 2.3 3.2 -0.1
C 0.3981 3.6120 -0.9307 -0.1 -0.5 -0.1
C 2.3082 3.3045 -3.0419 -0.4 0.2 -0.1
H 1.9746 4.3076 -3.3332 0.1 -0.3 -0.3
H -0.1478 4.0410 -3.6885 0.4 -0.2 0.1
H 2.6197 2.6736 -3.8829 0.0 0.4 0.0
H -0.2214 2.4019 -4.4537 0.1 0.3 0.0
H 1.2010 3.6241 -0.1860 -0.5 0.3 -0.1
H 3.1351 3.3989 -2.3353 -0.3 0.2 -0.5
C -0.3584 2.9790 -3.5366 -0.6 -1.0 -0.4
H 0.3128 4.5666 -1.4655 -0.2 -0.1 0.4
H -1.4015 2.8842 -3.2176 0.4 0.1 -0.1
H -0.5488 3.3025 -0.4648 0.2 0.3 0.0
P 0.7571 -2.7058 -2.1485 -0.5 -0.3 -0.6
C 0.1821 -3.6810 -0.7425 0.3 -0.4 -0.3
C -0.3761 -2.8587 -3.5492 0.0 -0.2 -0.2
H 2.7369 -2.2183 -3.4120 -0.2 -0.4 0.3
H 2.6557 -3.9604 -2.8858 0.1 0.3 0.1
H 3.1126 -2.6518 -1.7254 -0.2 -0.2 -0.2
C 2.4885 -2.9110 -2.5917 0.1 -0.3 0.0
H -0.0796 -2.1755 -4.3585 0.1 -0.3 0.3
H -0.3609 -3.8964 -3.8982 -0.1 0.1 -0.1
H 0.2464 -4.7484 -1.0058 -0.1 0.2 0.4
H -0.8510 -3.3732 -0.5143 0.3 -0.3 -0.1
H -1.4007 -2.5868 -3.2566 0.3 -0.2 0.1
H 0.8213 -3.4325 0.1171 -0.2 -0.3 -0.2
Cl 1.4060 0.0098 -3.7591 0.3 0.2 0.4
C -0.2061 3.6986 3.5222 -0.4 -0.4 -0.1
C 1.0048 3.1584 3.0790 -0.2 0.0 0.0
C 0.9949 2.0579 2.2299 0.1 -0.2 -0.3
C -0.2088 1.4430 1.8278 -0.1 1.3 0.1
C -1.4213 2.0072 2.2564 0.3 0.4 0.1
C -1.4183 3.1311 3.0906 0.2 0.2 0.4
P -0.1380 -0.1338 0.9552 -1.2 -0.6 1.7
C 0.8801 -1.0505 2.1035 1.0 -0.3 0.2
C 2.1010 -1.6575 1.7340 -0.9 0.0 0.5
C 2.8480 -2.3416 2.6982 0.0 0.0 0.5
C 2.4533 -2.3030 4.0540 -0.3 0.3 -0.5
C 1.2838 -1.6192 4.4198 -0.1 0.2 0.0
C 0.4846 -1.0145 3.4424 0.6 -0.3 0.4
C -1.8192 -0.8343 1.1422 -0.3 -0.9 -0.6
C -2.0579 -2.1163 1.6975 0.5 0.2 0.2
C -3.3405 -2.6695 1.6852 -0.1 0.3 -0.3
C -4.3893 -2.0011 1.0408 0.0 0.1 0.0
C -4.1450 -0.7829 0.4097 0.2 0.4 -0.1
C -2.8648 -0.2106 0.4470 -0.4 -0.1 0.0
H -0.2035 4.5289 4.2341 -0.1 -0.2 -0.4
H 1.9530 3.5867 3.4138 -0.3 -0.2 -0.2
H 1.9340 1.6590 1.8362 -0.3 0.1 0.6
H -2.3736 1.5936 1.9643 0.0 -0.1 0.1
H -2.3704 3.5471 3.4613 0.6 -0.3 -0.3
H 2.3956 -1.5359 0.6944 0.3 -0.3 0.1
H 3.7477 -2.9024 2.4357 -0.2 0.4 0.0
H 3.0661 -2.7627 4.8337 -0.2 0.1 -0.4
H 0.9975 -1.5014 5.4774 0.2 -0.3 -0.6
H -0.4006 -0.4561 3.7342 0.0 -0.2 0.0
H -1.2142 -2.6885 2.1337 -0.7 0.5 -0.1
H -3.5351 -3.6223 2.1704 0.1 0.1 -0.1
H -5.4014 -2.4218 1.0044 0.5 0.1 0.1
H -4.9473 -0.2377 -0.1048 0.3 -0.4 0.2
H -2.6910 0.7361 -0.0830 -0.1 -0.4 0.3
```
Forces are in eV/Å.

No. 5
This record from the Open Molecules 2025 dataset describes a structure of composition C8H7I3Si at a distorted geometry. The level of theory is ωB97M-V/def2-TZVPD.

Values from the calculation:
Lowest unoccupied orbital energy, eV: -0.45
Charge: 0
ΔE to the lowest compared entry with this formula, charge and spin, kcal/mol: 53.4
Highest occupied orbital energy, eV: -8.49
Gap between HOMO and LUMO, eV: 8.0354

```
19
Properties=species:S:1:pos:R:3:forces:R:3
C 1.0790 0.5874 0.3521 0.5 -2.0 0.1
C 1.0810 -0.7385 0.1373 1.1 -0.1 -0.1
C -0.0243 1.4756 0.0683 0.3 1.4 1.4
C -0.6074 2.2913 0.9621 2.6 -2.6 0.8
C 0.0964 -1.5764 -0.5161 -2.0 -1.7 0.1
C -1.2294 -1.5080 -0.2591 0.3 1.7 0.6
C -0.4868 1.9941 2.3938 -1.6 -0.2 -0.4
C -1.0559 0.8285 2.7333 -0.5 -1.0 -2.2
Si -2.2009 -0.3658 0.8718 0.3 0.9 2.4
I -0.0355 3.5682 3.7176 0.2 -0.3 -0.2
I -0.8691 -0.0157 4.5798 -0.2 -0.3 0.5
I -3.5281 1.2210 -0.5548 0.2 -0.5 0.5
H 2.0215 0.9943 0.7270 -0.5 0.1 0.3
H 1.9447 -1.3239 0.4469 0.3 0.4 -0.2
H -0.1980 1.7539 -0.9153 -0.4 0.1 -2.1
H -1.1125 3.0746 0.5819 -2.0 2.7 -0.7
H 0.4033 -2.5140 -1.0845 0.1 1.6 0.5
H -2.0260 -2.0572 -0.7212 0.2 -1.0 -0.6
H -3.3067 -1.1977 1.6399 1.2 0.8 -0.7
```
Forces are in eV/Å.

No. 6
This record from the Open Molecules 2025 dataset describes the molecule C2H4N2O2S at a distorted geometry. The level of theory is ωB97M-V/def2-TZVPD.

Values from the calculation:
Lowest unoccupied orbital energy, eV: 0.37
SMILES: O=C1CNSN1O
Charge: 0
ΔE to the lowest compared entry with this formula, charge and spin, kcal/mol: 83.4
Highest occupied orbital energy, eV: -8.67
Gap between HOMO and LUMO, eV: 9.0457

```
11
Properties=species:S:1:pos:R:3:forces:R:3
O 1.7227 0.4418 -1.1399 -0.8 -0.5 -0.4
C 0.7283 0.0755 -0.5374 -0.3 0.5 1.9
C -0.4652 -0.8864 -0.7494 0.6 -0.4 0.2
N -1.5826 -0.4602 0.1478 2.1 -2.4 0.3
S -0.8740 -0.1441 1.6361 0.3 0.3 -0.8
N 0.4624 0.4864 0.7333 1.8 2.2 2.5
O 1.4149 1.3489 1.4975 -2.2 -2.4 -0.9
H -0.7325 -0.8583 -1.7802 -0.4 -0.4 -0.7
H 0.0446 -1.8804 -0.4434 -1.5 1.1 -0.4
H -2.3991 0.0198 -0.1122 -0.5 0.9 -0.8
H 1.6804 1.8571 0.7477 0.9 1.1 -0.9
```
Forces are in eV/Å.